Entry 1:
15
Properties=species:S:1:pos:R:3:forces:R:3 method="wB97M-V/def2-TZVPD" de_lowest_kj_mol=208.5 energy_ev=-9304.2318 gap_ev=10.84 total_charge=0 smiles="CN1CC1.N=C=O"
O 2.1079 -0.5749 -2.7542 -0.6 -0.4 0.3
N 0.2210 -1.7178 -1.8464 0.5 0.2 -0.3
N -0.5162 -0.1114 0.3605 -0.1 0.0 0.0
C 1.1774 -1.1027 -2.2673 0.1 0.0 -0.1
C 0.7107 -0.1291 1.1444 0.3 0.0 0.0
C -0.6118 -0.0165 1.8047 -0.1 0.0 0.2
C -0.8010 1.0975 -0.4015 0.0 0.1 -0.1
H -0.8791 0.9523 2.2257 0.0 -0.1 -0.1
H -0.2223 1.9691 -0.0602 -0.1 -0.1 0.0
H -1.0536 -0.8750 2.3035 0.1 0.1 -0.1
H -0.5663 0.9177 -1.4558 0.0 0.1 0.2
H 1.2527 -1.0721 1.1541 -0.1 0.1 0.0
H -1.8673 1.3278 -0.3248 0.1 0.0 0.0
H -0.2897 -1.4266 -1.0018 0.1 0.1 0.0
H 1.3376 0.7617 1.1190 -0.1 -0.1 0.0



Entry 2:
58
Properties=species:S:1:pos:R:3:forces:R:3 method="wB97M-V/def2-TZVPD" de_lowest_kj_mol=35.0 energy_ev=-36273.6797 gap_ev=8.03 total_charge=0 smiles=COc1ccccc1N1CCN([C@@H]2CCCN(Cc3cc(F)cc(F)c3)C2)CC1
F -4.8063 5.4871 2.8809 0.1 0.0 0.0
F -0.4320 4.6748 4.3779 -0.1 0.0 0.0
O 3.8666 -2.0230 -2.1796 -0.6 0.1 -0.2
N 1.6667 -0.4412 -2.5464 0.0 0.1 -0.1
N -1.7800 0.4110 2.1458 -0.2 -0.1 0.0
N 0.3626 1.2180 -0.7659 0.1 -0.1 0.0
C 5.0235 -2.8121 -2.0892 0.2 -0.1 0.0
C 0.3020 -2.4377 -2.7887 0.1 0.1 0.0
C -0.3280 0.9087 -2.0090 -0.1 0.2 -0.2
C -0.3911 -1.5543 1.7761 -0.3 -0.1 -0.2
C 2.6514 -2.6515 -2.3370 0.1 0.1 0.1
C 2.5231 0.2449 -1.5972 0.2 0.2 0.2
C 1.2678 -4.6153 -2.5660 -0.1 0.0 0.0
C -1.7027 2.8904 3.5247 0.1 0.1 0.1
C 1.7736 1.4411 -0.9669 0.0 0.0 -0.1
C -2.8883 2.4231 2.9705 0.0 0.3 0.1
C 0.1725 -3.8155 -2.8095 0.0 -0.2 0.0
C -1.4547 0.9278 0.8289 0.4 0.2 0.1
C 2.5035 -4.0263 -2.3347 0.1 0.0 0.1
C 1.5253 -1.8145 -2.5378 0.1 -0.3 -0.1
C -2.6139 5.1324 3.6432 0.0 0.0 0.0
C 0.6505 0.4192 -3.0947 -0.2 0.1 0.1
C -3.0275 0.9626 2.6390 0.0 -0.2 0.0
C -3.7822 4.6384 3.0944 0.2 -0.1 0.1
C -3.9359 3.3071 2.7526 -0.1 0.1 0.0
C -1.5856 4.2283 3.8451 -0.2 -0.1 -0.1
C 0.0395 -1.0281 0.4117 0.1 0.2 0.2
C -1.7811 -1.0399 2.1340 0.2 -0.2 0.2
C -0.0331 0.5069 0.4320 -0.3 -0.1 0.0
H -4.8677 2.9745 2.3227 -0.1 0.0 -0.1
H 1.8706 2.3184 -1.6155 0.1 0.0 0.1
H 0.6321 0.8616 1.2278 -0.1 0.0 0.0
H 0.3142 -1.2147 2.5367 0.0 0.0 0.1
H 1.0510 -1.3659 0.1869 0.0 0.0 -0.1
H -1.0874 0.1473 -1.8274 0.0 0.0 0.0
H -0.6224 -1.4314 -0.3567 0.0 0.0 -0.1
H 1.1798 -5.6907 -2.5650 0.0 -0.1 0.0
H 5.0226 -3.4364 -1.1886 0.0 0.0 -0.1
H -3.8586 0.8203 1.9245 0.0 0.0 0.1
H -2.0585 -1.3928 3.1311 -0.1 0.0 -0.1
H -2.5188 -1.4382 1.4124 0.0 0.0 0.0
H 5.1501 -3.4490 -2.9711 0.0 0.0 0.0
H -3.2891 0.4281 3.5594 0.0 0.0 -0.1
H 0.1161 -0.0948 -3.8936 0.0 0.1 0.0
H -0.3960 -2.6457 1.7743 0.0 0.0 0.0
H 2.8273 -0.4505 -0.8160 0.0 0.1 -0.1
H 5.8527 -2.1077 -2.0332 0.0 -0.1 0.0
H -0.8825 2.2115 3.6885 0.1 -0.1 0.0
H 2.2326 1.6895 -0.0087 0.0 0.1 -0.1
H -0.7938 -4.2561 -3.0059 -0.1 0.0 0.0
H 3.4317 0.6065 -2.0972 0.0 0.0 0.2
H -1.5038 2.0181 0.8548 0.0 0.0 -0.1
H -2.5087 6.1731 3.9004 0.0 0.1 0.0
H 3.3581 -4.6639 -2.1721 0.1 0.0 0.0
H 1.1596 1.2804 -3.5420 -0.1 0.0 0.0
H -2.1801 0.5721 0.0753 0.0 0.0 0.0
H -0.8403 1.8135 -2.3680 -0.1 -0.2 -0.1
H -0.5771 -1.8394 -2.9679 -0.1 0.1 0.0



Number 1: LUMO energy 0.911 eV. Number 2: LUMO energy 0.744 eV.